# 1
CH2FGa | the ωB97M-V functional and the def2-TZVPD basis

As for the total charge: +2. For the HOMO-LUMO gap, the calculation gives 8.21 eV. The molar mass comes out at 102.75 g mol⁻¹.

The geometry in XYZ format:
```
5
CH2FGa (the ωB97M-V functional and the def2-TZVPD basis)
H 0.888 -0.653 -0.727
Ga 0.615 1.356 0.865
C 0.012 -0.399 0.025
F -0.740 0.767 -0.557
H -0.775 -1.071 0.393
```

Now the natural (NBO) charges, all in e: 0.349, 1.708, 0.002, -0.392, 0.333

***

# 2
BrFHP | the ωB97M-V functional and the def2-TZVPD basis

As for the total charge: 0. For the HOMO-LUMO gap (spin up / spin down), the calculation gives 9.42 / 5.34 eV. The molar mass comes out at 130.88 g mol⁻¹. The energy relative to the best compared isomer or geometry (same formula, charge and spin) is 2.8866 eV.

The geometry in XYZ format:
```
4
BrFHP (the ωB97M-V functional and the def2-TZVPD basis)
F 1.735 -1.190 0.333
P 0.780 -0.301 -0.609
Br -2.664 0.950 -0.086
H 0.150 0.541 0.362
```

Now the natural (NBO) charges, all in e: -0.574, 0.781, -0.095, -0.113

***

# 3
C59H142N10O12 | the ωB97M-V functional and the def2-TZVPD basis

As for the total charge: 0. For the HOMO-LUMO gap, the calculation gives 8.99 eV. The molar mass comes out at 1183.84 g mol⁻¹. The energy relative to the best compared isomer or geometry (same formula, charge and spin) is 0.7443 eV.

The geometry in XYZ format:
```
223
C59H142N10O12 (the ωB97M-V functional and the def2-TZVPD basis)
C 2.584 -1.956 5.961
C 2.752 -2.597 4.561
C 1.417 -2.670 3.941
C 3.604 -1.647 3.618
C 5.076 -1.677 3.980
C 5.549 -3.116 3.911
C 4.798 -3.999 4.939
C 5.341 -5.381 4.652
C 5.156 -3.716 6.418
N 3.372 -3.924 4.615
O 2.724 -4.693 5.590
H 3.517 -1.457 6.303
H 1.827 -1.232 6.029
H 2.440 -2.688 6.725
H 0.684 -3.179 4.529
H 1.052 -1.652 3.831
H 1.500 -3.153 3.001
H 3.421 -1.997 2.605
H 3.249 -0.638 3.751
H 5.716 -1.012 3.429
H 5.239 -1.369 5.043
H 6.616 -3.157 4.112
H 5.438 -3.609 2.952
H 6.423 -5.376 4.548
H 4.981 -5.811 3.665
H 5.101 -6.059 5.524
H 4.659 -4.413 7.003
H 4.796 -2.796 6.833
H 6.246 -3.895 6.583
H 2.039 -5.189 5.174
C 2.688 -4.061 0.224
C 2.459 -4.006 -1.312
C 2.340 -5.451 -1.849
C 1.161 -3.287 -1.549
C 1.292 -1.774 -1.639
C 2.357 -1.353 -2.577
C 3.697 -1.970 -2.115
C 4.687 -1.793 -3.277
C 4.221 -1.399 -0.784
N 3.494 -3.373 -2.142
O 4.728 -4.029 -1.732
H 2.439 -3.111 0.683
H 1.927 -4.778 0.610
H 3.717 -4.383 0.521
H 3.311 -6.014 -1.732
H 1.503 -5.993 -1.361
H 2.172 -5.445 -2.924
H 0.770 -3.567 -2.540
H 0.412 -3.456 -0.813
H 0.365 -1.271 -1.917
H 1.658 -1.381 -0.712
H 2.381 -0.241 -2.560
H 2.205 -1.617 -3.681
H 5.637 -2.053 -2.921
H 4.710 -0.750 -3.610
H 4.337 -2.508 -4.016
H 4.562 -0.351 -1.006
H 5.060 -2.042 -0.451
H 3.462 -1.334 0.016
H 4.844 -4.675 -2.431
C -4.732 -1.893 -1.817
C -3.961 -1.866 -3.089
C -3.390 -3.318 -3.434
C -4.768 -1.319 -4.292
C -3.901 -0.871 -5.453
C -2.900 0.237 -5.048
C -1.982 -0.367 -3.939
C -1.044 -1.368 -4.597
C -1.181 0.793 -3.370
N -2.859 -0.867 -2.881
O -1.939 -1.415 -1.812
H -4.983 -0.926 -1.480
H -5.728 -2.407 -1.960
H -4.250 -2.366 -0.998
H -4.128 -4.148 -3.365
H -3.042 -3.344 -4.510
H -2.607 -3.474 -2.741
H -5.457 -2.108 -4.589
H -5.357 -0.428 -4.046
H -3.451 -1.839 -5.777
H -4.512 -0.466 -6.254
H -3.478 1.117 -4.532
H -2.323 0.612 -5.920
H -0.625 -2.125 -3.908
H -0.117 -0.824 -4.967
H -1.498 -1.942 -5.352
H -1.884 1.542 -3.052
H -0.521 1.266 -4.118
H -0.571 0.485 -2.488
H -2.256 -0.975 -1.007
C 4.767 2.566 6.117
O 3.423 2.689 6.568
C 2.549 1.714 6.135
C 1.183 2.306 6.352
C 0.089 1.210 6.083
N 0.935 3.453 5.486
H 5.264 1.630 6.465
H 5.303 3.396 6.535
H 4.829 2.599 5.025
H 2.567 1.649 5.005
H 2.562 0.725 6.617
H 0.987 2.701 7.342
H 0.056 0.772 5.092
H -0.862 1.769 6.110
H 0.028 0.418 6.772
H 1.108 3.140 4.538
H 1.627 4.179 5.657
C -8.296 5.363 0.319
O -7.717 4.146 -0.114
C -7.140 3.379 0.898
C -6.325 2.209 0.351
C -7.191 1.236 -0.382
N -5.606 1.504 1.454
H -7.877 6.074 -0.399
H -8.045 5.560 1.384
H -9.380 5.275 0.245
H -6.433 3.972 1.486
H -7.932 2.858 1.554
H -5.592 2.602 -0.311
H -6.665 0.487 -0.992
H -7.908 1.718 -1.067
H -7.799 0.650 0.329
H -6.243 1.165 2.184
H -4.892 2.125 1.792
C 5.090 4.676 -0.470
O 4.838 5.240 0.797
C 3.583 5.993 0.988
C 2.373 5.044 1.287
C 1.158 5.879 1.679
N 2.656 4.075 2.364
H 5.601 3.772 -0.254
H 5.632 5.356 -1.162
H 4.131 4.446 -1.044
H 3.767 6.728 1.764
H 3.387 6.529 0.054
H 2.188 4.426 0.384
H 0.345 5.220 1.994
H 0.766 6.435 0.809
H 1.459 6.552 2.567
H 2.967 4.566 3.251
H 3.491 3.571 2.080
C 2.009 1.187 0.710
O 0.714 1.124 1.327
C -0.260 0.302 0.713
C -1.609 0.619 1.377
C -1.829 -0.351 2.551
N -2.735 0.507 0.378
H 2.498 2.047 1.191
H 1.994 1.098 -0.434
H 2.634 0.349 1.084
H -0.186 0.490 -0.359
H 0.048 -0.763 0.851
H -1.483 1.631 1.703
H -2.126 -1.337 2.174
H -2.560 0.055 3.254
H -0.887 -0.421 3.116
H -3.600 0.292 0.825
H -2.974 1.390 -0.092
C 0.219 -8.420 3.055
O -0.429 -7.390 2.375
C -0.703 -7.346 0.999
C -1.823 -6.395 0.703
C -2.015 -6.212 -0.769
N -1.536 -5.106 1.352
H 0.131 -8.224 4.132
H 1.273 -8.373 2.750
H -0.095 -9.435 2.790
H 0.177 -7.049 0.451
H -0.903 -8.425 0.592
H -2.675 -7.010 1.135
H -2.337 -7.082 -1.324
H -1.134 -5.703 -1.098
H -2.765 -5.475 -0.968
H -2.355 -4.510 1.405
H -1.305 -5.334 2.330
C -5.885 3.468 -3.232
O -4.881 4.062 -2.422
C -3.691 3.268 -2.364
C -2.767 3.887 -1.346
N -3.209 3.756 0.012
C -2.300 4.475 0.821
C -2.562 4.114 2.260
O -3.977 4.269 2.532
C -4.113 4.376 3.936
H -5.588 3.568 -4.295
H -6.887 3.937 -2.903
H -5.899 2.408 -3.027
H -3.302 3.394 -3.388
H -3.861 2.202 -2.108
H -2.726 5.042 -1.611
H -1.771 3.574 -1.464
H -4.142 4.180 0.070
H -2.389 5.598 0.712
H -1.267 4.270 0.585
H -2.071 4.737 3.049
H -2.297 3.069 2.453
H -3.543 3.567 4.449
H -5.171 4.153 4.178
H -3.800 5.396 4.353
C 0.903 0.520 -10.285
O 1.122 0.870 -8.847
C 0.335 1.976 -8.472
C 0.555 2.244 -7.029
N 2.015 2.421 -6.746
C 2.527 2.264 -5.453
C 2.161 3.347 -4.432
O 2.130 2.711 -3.129
C 1.354 3.526 -2.301
H -0.134 0.202 -10.367
H 1.553 -0.312 -10.487
H 1.213 1.311 -11.009
H -0.689 1.679 -8.597
H 0.578 2.814 -9.090
H 0.160 1.396 -6.464
H -0.095 3.136 -6.816
H 2.577 2.069 -7.491
H 3.581 2.263 -5.428
H 2.286 1.334 -4.923
H 1.191 3.722 -4.640
H 2.902 4.149 -4.317
H 1.688 4.569 -2.276
H 1.163 3.087 -1.331
H 0.366 3.583 -2.746
```

Atomic partial charges in e from the Mulliken method, atoms 1 to 6: -1.889, 2.684, -2.308, -0.292, -0.750, -1.461

***

# 4
C3H8NOS | the ωB97M-V functional and the def2-TZVPD basis

As for the total charge: +1. For the HOMO-LUMO gap, the calculation gives 9.59 eV. The molar mass comes out at 106.17 g mol⁻¹. The energy relative to the best compared isomer or geometry (same formula, charge and spin) is 0.4427 eV.

The geometry in XYZ format:
```
14
C3H8NOS (the ωB97M-V functional and the def2-TZVPD basis)
N -1.066 -0.426 1.153
C 0.099 -0.418 0.186
C -0.300 -1.254 -1.026
O -1.416 -1.709 -1.051
C 0.478 1.002 -0.215
S 2.303 0.992 -0.434
H -0.860 0.233 1.901
H -1.304 -1.381 1.426
H -1.894 -0.106 0.644
H 0.923 -0.877 0.735
H 0.478 -1.374 -1.789
H 0.094 1.806 0.410
H 0.017 1.207 -1.189
H 2.449 2.305 -0.751
```

Atomic partial charges in e from the natural (NBO) method, atoms 1 to 6: -0.667, -0.168, 0.426, -0.489, -0.554, 0.002